## A
Entry from the Open Molecules 2025 dataset: H5NOSSi in the gas phase (wB97M-V/def2-TZVPD).

Each line ends with the Löwdin charge.
Element x y z (Å)
H (-0.157, 0.354, -1.751)  -0.044
H (-0.737, -1.653, 0.818)  0.094
H (-2.028, -0.359, 0.759)  0.038
Si (-0.083, 0.298, -0.339)  0.096
H (1.437, -1.698, -0.381)  -0.195
O (-0.078, 1.957, 0.143)  -0.252
S (1.965, -0.491, 0.072)  0.359
H (0.817, 2.300, 0.253)  0.024
N (-1.137, -0.709, 0.426)  -0.121

## Properties
Structure (SMILES)   N[Si@@H](O)S

## B
Entry from the Open Molecules 2025 dataset: H5NOSSi in the gas phase (wB97M-V/def2-TZVPD).

Each line ends with the Löwdin charge.
Element x y z (Å)
H (-1.183, -0.219, 1.466)  0.029
H (1.638, -1.471, -0.010)  -0.316
H (1.032, 2.098, 0.537)  -0.047
S (2.168, -0.347, 0.099)  0.425
N (-0.963, -0.591, 0.566)  -0.098
Si (0.092, 0.384, -0.389)  0.246
H (0.031, 0.589, -1.847)  -0.026
H (-1.737, -1.002, 0.021)  0.041
O (0.148, 2.005, 0.289)  -0.253

## Properties
Structure (SMILES)   N[Si@@H](O)S

A wins, 3.3 kcal/mol ahead of the next structure.

## A
Entry from the Open Molecules 2025 dataset: 2 unconnected molecules or ions with the total composition C7H14O2S (wB97M-V/def2-TZVPD).

Each line ends with the Löwdin charge.
Element x y z (Å)
H (-1.334, -0.329, -1.311)  0.157
C (-0.320, 0.064, -0.975)  -0.127
H (-0.275, 1.365, -2.296)  0.096
H (0.672, -2.198, -1.809)  0.060
H (1.169, 0.721, 1.112)  0.053
H (2.351, 0.262, -0.148)  0.066
H (0.180, -2.566, 1.074)  0.067
C (0.463, -0.849, -0.105)  -0.542
C (-0.362, -1.711, 0.794)  -0.039
H (-2.912, 1.213, 0.285)  0.042
C (-1.919, 1.547, 0.243)  -0.496
C (1.269, -1.750, -1.096)  -0.032
C (-1.247, 1.550, 1.508)  -0.484
C (1.653, -0.066, 0.586)  -0.011
H (2.019, -1.172, -1.560)  0.064
H (-1.212, -2.101, 0.302)  0.072
O (-1.335, 0.878, 2.498)  -0.006
H (1.769, -2.521, -0.445)  0.116
H (2.306, -0.591, 1.288)  0.098
H (-0.826, -1.154, 1.697)  0.111
S (-1.705, 3.036, -0.755)  0.709
H (-0.330, 2.991, -0.717)  -0.110
H (-0.437, 2.413, 1.510)  0.118
O (0.361, 0.967, -1.682)  0.020

## B
Entry from the Open Molecules 2025 dataset: C7H14O2S in the gas phase (wB97M-V/def2-TZVPD).

Each line ends with the Löwdin charge.
Element x y z (Å)
C (0.993, 0.160, -0.152)  -0.522
C (2.062, 1.247, -0.243)  -0.017
C (1.055, -0.675, -1.424)  -0.080
C (0.936, -0.868, 1.001)  -0.036
H (1.849, 1.931, -0.956)  0.059
H (1.821, -1.522, 0.946)  0.096
H (-4.049, 0.016, 0.237)  -0.124
H (1.147, -0.323, 1.995)  0.119
S (-3.202, 0.925, -0.294)  0.771
O (-0.557, 1.377, 1.150)  -0.075
H (-0.661, 1.709, -0.769)  0.131
H (-0.698, 2.281, 0.938)  0.077
H (2.160, -0.634, -1.829)  0.113
H (-1.501, -0.798, -1.305)  0.138
O (-2.148, -2.360, 0.647)  0.060
H (-1.707, -0.607, 1.849)  0.176
H (2.095, 1.649, 0.787)  0.106
C (-1.860, -1.206, 0.795)  -0.407
C (-1.704, -0.207, -0.303)  -0.507
H (2.973, 0.866, -0.406)  0.040
H (0.447, -0.494, -2.283)  0.056
H (0.914, -1.833, -1.290)  0.120
C (-0.410, 0.848, -0.153)  -0.340
H (0.045, -1.482, 1.063)  0.047

## Properties
Structure (SMILES)   CC(C)(C)[C@H](O)[C@H](S)C=O

B wins, 18.6 kcal/mol ahead of the next structure.

## A
Entry from the Open Molecules 2025 dataset: a molecular structure, C2H3O4S2 (wB97M-V/def2-TZVPD).

Each line ends with the Löwdin charge.
Element x y z (Å)
C (0.232, 0.824, 0.881)  -0.370
S (-0.479, -3.411, -0.590)  0.589
S (-0.796, -0.015, -0.500)  0.655
H (-0.513, 1.030, 1.675)  0.090
O (1.393, -1.403, -0.273)  -0.102
H (1.062, 0.114, 1.177)  0.086
C (0.393, -2.060, -0.489)  -0.969
H (0.694, 2.012, -0.503)  0.079
O (0.621, 2.069, 0.484)  -0.125
O (-0.402, 0.694, -1.725)  -0.462
O (-2.205, 0.147, -0.139)  -0.472

## Properties
Total charge   -1

## B
Entry from the Open Molecules 2025 dataset: 2 unconnected molecules or ions with the total composition C2H3O4S2 (wB97M-V/def2-TZVPD).

Each line ends with the Löwdin charge.
Element x y z (Å)
H (1.623, 0.526, -0.516)  0.038
C (2.018, -0.373, -0.068)  -0.179
O (-0.690, -1.143, -0.719)  -0.133
C (-1.366, -0.232, -0.322)  -1.041
O (-4.005, -1.370, -0.772)  -0.519
O (-3.670, 0.530, 0.779)  -0.423
O (3.177, -0.482, 0.054)  -0.004
H (1.225, -1.074, 0.202)  0.060
S (-3.227, -0.896, 0.332)  0.762
H (-2.881, 1.082, 0.835)  -0.118
S (-1.176, 1.420, -0.187)  0.557

## Properties
Total charge   -1

A wins, 3.9 kcal/mol ahead of the next structure.

## A
Entry from the Open Molecules 2025 dataset: 2 unconnected molecules or ions with the total composition C9H19N2 (wB97M-V/def2-TZVPD).

Each line ends with the Löwdin charge.
Element x y z (Å)
H (-0.279, -2.075, 1.636)  0.093
H (0.301, -2.316, -0.868)  0.092
H (-1.486, 1.843, 0.578)  0.158
C (-0.453, 1.521, 0.511)  -0.180
H (-3.015, 0.130, 0.417)  0.089
C (-2.593, -0.480, -0.377)  -0.032
H (1.251, 2.615, -1.653)  0.113
C (1.234, 1.544, -1.447)  0.018
H (-0.657, -1.445, -2.070)  0.086
C (-0.175, 0.116, 0.151)  -0.155
H (-3.257, -1.326, -0.525)  0.101
C (-1.203, -0.999, -0.009)  -0.560
H (5.462, -1.701, 0.402)  0.086
N (4.633, -1.150, 0.497)  0.077
H (0.102, 2.369, 2.368)  0.101
C (0.496, 2.317, 1.355)  -0.010
C (-0.693, -1.944, -1.103)  -0.028
H (1.386, 1.003, -2.379)  0.112
H (2.044, 1.298, -0.765)  0.063
C (3.681, -0.504, 0.628)  -0.049
H (-1.358, -2.797, -1.196)  0.096
H (-2.594, 0.092, -1.306)  0.085
C (-1.264, -1.728, 1.336)  -0.024
N (-0.047, 1.165, -0.868)  -0.013
H (0.585, 3.336, 0.984)  0.096
H (0.792, -0.264, 0.474)  0.135
H (1.484, 1.868, 1.402)  0.078
H (-1.919, -2.591, 1.263)  0.098
H (-1.651, -1.072, 2.112)  0.094
H (-0.808, 1.175, -1.549)  0.181

## Properties
Total charge   +1

## B
Entry from the Open Molecules 2025 dataset: a gas-phase ion, C9H19N2 (charge +1) (wB97M-V/def2-TZVPD).

Each line ends with the Löwdin charge.
Element x y z (Å)
C (2.860, -1.958, -1.144)  -0.047
H (1.364, -1.224, 1.805)  0.088
C (-2.285, 0.592, -0.182)  -0.032
H (-2.445, -1.669, -0.965)  0.169
H (1.192, -2.535, 0.810)  0.084
H (2.392, -2.825, -1.551)  0.073
C (-1.209, 1.580, 0.356)  -0.433
H (1.554, -0.328, -2.113)  0.149
C (-1.840, -0.934, -0.289)  -0.102
C (1.870, -0.706, -1.074)  -0.126
H (-2.257, 3.334, 0.829)  0.097
H (2.468, 0.018, -0.521)  0.131
N (-0.514, -0.974, -0.827)  0.047
H (-3.106, 0.706, 0.463)  0.092
H (-1.819, -1.529, 0.632)  0.110
H (3.733, -1.694, -1.760)  0.091
C (0.659, -0.991, -0.264)  -0.297
H (-2.764, 0.811, -1.153)  0.126
H (0.492, 2.969, 0.022)  0.110
H (-0.420, -0.903, -1.796)  0.139
C (0.757, -1.622, 1.057)  0.006
C (0.082, 2.029, -0.245)  -0.035
H (-0.890, 3.163, 1.819)  0.098
H (0.457, 1.710, -1.206)  0.099
H (-2.113, 2.167, 2.160)  0.039
H (3.297, -2.177, -0.202)  0.064
C (-1.710, 2.602, 1.373)  0.008
N (-0.016, 0.934, 0.720)  0.014
H (0.391, 1.136, 1.615)  0.134
H (-0.180, -1.682, 1.631)  0.105

## Properties
Total charge   +1
Structure (SMILES)   CC/C(C)=[NH+]/CC[C@]1(C)CN1

A wins, 25.0 kcal/mol ahead of the next structure.